w) Computed, not measured: an isolated ion of composition C5H12NO2 and charge -1, with ωB97M-V with the def2-TZVPD basis set.

```
20
Properties=species:S:1:pos:R:3
C -2.00 -1.00 0.13
H 0.66 2.95 -0.61
C 1.10 0.85 -1.14
H 0.62 -0.09 0.71
C 1.45 2.32 -1.01
N -0.91 -0.58 -0.73
H -1.14 -2.95 0.28
H -2.69 -2.60 1.33
O 2.59 2.52 -0.14
H -0.48 1.07 0.48
H 2.69 1.81 0.51
H 1.80 2.73 -1.96
C -1.60 -2.31 1.06
H -2.83 -1.40 -0.46
C 0.03 0.33 -0.15
H -2.36 -0.22 0.80
H 1.97 0.22 -0.95
H -0.43 -1.31 -1.24
O -0.79 -2.13 2.06
H 0.78 0.64 -2.16
```

## Properties
net charge = -1
E_LUMO = 3.488 eV
SMILES = [O-]CCNCCCO
HOMO level = -2.1 eV

***

x) Computed, not measured: a 2-piece molecular cluster, C5H12NO2 overall, with ωB97M-V with the def2-TZVPD basis set.

```
20
Properties=species:S:1:pos:R:3
H 1.48 -0.76 -1.38
C 0.07 0.73 0.00
C -0.39 -2.81 -1.74
C -0.39 -0.51 -0.60
C -1.09 1.59 0.64
H 1.37 -2.18 -0.29
N 0.65 -2.37 -2.44
H -0.76 -1.13 0.26
H -1.82 0.89 1.04
O 1.14 1.68 2.68
H -1.39 -2.38 -1.73
H 0.94 0.43 0.69
O -0.70 2.61 1.41
C 0.76 -1.57 -1.05
H -1.61 2.01 -0.26
H -1.26 -0.58 -1.33
H 0.61 1.33 3.40
H 0.51 1.47 -0.69
H 0.38 2.27 2.24
H -0.32 -3.68 -1.06
```

## Properties
net charge = -1
E_LUMO = 3.202 eV
HOMO level = -3.4 eV

***

y) Computed, not measured: C5H12NO2 as an isolated structure, with ωB97M-V with the def2-TZVPD basis set.

```
20
Properties=species:S:1:pos:R:3
C -0.77 0.21 0.41
H 3.11 1.16 -1.43
H 2.69 -0.45 -0.94
H -0.96 1.29 0.33
H -2.01 0.16 -1.32
H 2.12 1.54 0.90
H -2.11 -1.65 0.16
H 0.89 1.82 -0.38
H -0.27 -0.41 -1.63
H 0.94 -0.86 0.67
C 2.31 0.53 -1.11
C -1.16 -0.40 -0.96
C -1.63 -0.48 1.53
N 0.66 0.11 0.85
H -0.93 -1.21 2.02
H -1.83 0.17 2.44
C 1.53 1.05 0.11
H 1.61 0.30 -1.94
O -2.75 -1.08 1.06
O -1.42 -1.77 -0.75
```

## Properties
net charge = -1
E_LUMO = 3.698 eV
HOMO level = -3.3 eV

***

Most stable: y) (next structure +0.713 eV)

***

w) Computed, not measured: an isolated ion of composition C3H8ClN2 and charge +1, with ωB97M-V with the def2-TZVPD basis set.

```
14
Properties=species:S:1:pos:R:3
H 1.46 1.83 -1.11
H -1.75 -0.19 -0.81
C 0.51 1.27 -0.71
C -1.54 -0.21 0.19
H -2.22 -0.79 0.72
H 0.02 0.93 -1.65
N -0.24 -0.77 0.35
H 0.88 -2.08 1.30
H -1.56 0.76 0.57
H 1.47 -0.68 -0.94
Cl 2.23 0.06 1.13
H -0.11 1.71 -0.03
C 1.01 -0.07 -0.20
N -0.16 -1.77 1.18
```

## Properties
net charge = +1
E_LUMO = -6.610 eV
SMILES = [H]/N=[N+](/C)[C@@H](C)Cl
HOMO level = -16.0 eV

***

x) Computed, not measured: a 2-piece molecular cluster, C3H8ClN2 overall, with ωB97M-V with the def2-TZVPD basis set.

```
14
Properties=species:S:1:pos:R:3
H 1.23 0.35 -2.89
H 1.76 -2.48 -1.65
C 1.19 -1.60 -1.75
H -2.18 2.41 2.15
H -1.51 0.05 2.94
H -1.27 2.15 0.81
C -1.11 0.62 2.09
H -0.17 -0.99 1.62
N -1.54 1.82 1.68
H -0.11 0.24 0.32
N -0.23 0.00 1.35
Cl -0.45 -1.54 -1.25
C 1.69 -0.56 -2.48
H 2.71 -0.47 -2.94
```

## Properties
net charge = +1
E_LUMO = -4.002 eV
HOMO level = -13.1 eV

***

Most stable: x) (next structure +2.046 eV)

***

w) Computed, not measured: a 2-piece molecular cluster, C4H14N2OS overall, with ωB97M-V with the def2-TZVPD basis set.

```
22
Properties=species:S:1:pos:R:3
H -0.70 0.51 -1.31
N 0.91 1.19 -0.08
H 1.47 0.95 -0.89
H -2.53 -1.09 0.20
O 0.51 4.15 -5.80
H 1.29 3.62 -6.00
H 1.74 -3.41 1.76
C 0.63 -1.43 2.52
H 0.34 -1.33 0.00
C -0.43 0.66 -0.26
H -1.48 -1.00 2.31
H 1.59 -1.09 2.13
H -1.61 -2.42 -0.06
H 0.71 -1.35 3.59
H -0.53 0.36 2.22
C -0.51 -0.75 0.34
N -1.68 -1.42 -0.23
H 0.50 4.27 -4.85
S 0.49 -3.26 2.23
H -1.12 1.33 0.23
C -0.52 -0.69 1.89
H 0.95 2.19 0.05
```

## Properties
E_LUMO = 0.566 eV
SMILES = NC[C@H](N)CCS.O
HOMO level = -8.9 eV

***

x) Computed, not measured: a 2-piece molecular cluster, C4H14N2OS overall, with ωB97M-V with the def2-TZVPD basis set.

```
22
Properties=species:S:1:pos:R:3
H 0.63 1.36 -0.97
H 0.95 0.08 -2.19
H 2.81 -0.39 -0.19
C 0.27 0.41 -1.39
H 0.14 -1.50 -0.62
H 2.20 -2.16 2.21
H -1.08 1.72 -2.50
N 0.17 -0.54 -0.29
S 3.32 -1.42 2.01
C 2.40 -0.27 0.82
H 0.50 -1.04 1.67
H -2.16 0.17 -0.37
H -1.40 0.02 -2.78
O -2.64 -0.26 1.82
C 0.87 -0.32 0.93
N -2.04 0.99 -0.92
H -2.20 -0.15 0.98
H 0.53 0.66 1.30
H 2.73 0.72 1.16
H -1.98 -0.21 2.52
H -2.94 1.39 -1.17
C -1.09 0.74 -2.02
```

## Properties
E_LUMO = 0.838 eV
SMILES = NCCNCCS.O
HOMO level = -9.0 eV

***

y) Computed, not measured: a 2-piece molecular cluster, C4H14N2OS overall, with ωB97M-V with the def2-TZVPD basis set.

```
22
Properties=species:S:1:pos:R:3
H 1.55 -1.65 3.49
H 0.02 2.58 0.43
C 0.42 -0.40 -1.58
H -2.38 1.21 -0.77
O 1.27 -2.03 4.45
H -1.76 -0.82 0.97
S 1.60 -0.74 -2.99
N -1.74 1.35 0.06
H 0.31 -1.47 -1.23
H -0.78 -0.55 2.29
H -3.24 1.28 1.62
C -2.08 1.10 1.42
H 1.31 -2.95 4.33
H -0.55 0.03 -2.10
H -1.57 1.74 2.13
H -0.28 2.51 -1.26
C -0.38 1.77 -0.34
H 0.60 0.08 0.48
C 0.74 0.64 -0.55
H 0.71 -0.97 -3.96
H 1.81 0.77 -0.75
N -1.66 -0.27 1.78
```

## Properties
E_LUMO = 0.458 eV
SMILES = NCNCCCS.O
HOMO level = -8.5 eV

***

Most stable: w) (next structure +0.735 eV)

***

w) Computed, not measured: C7H6N2O2 in the gas phase, with ωB97M-V with the def2-TZVPD basis set.

```
17
Properties=species:S:1:pos:R:3
C 0.21 -0.22 0.40
H 1.90 -1.63 0.50
H -1.26 2.38 2.22
C -0.64 0.04 -0.71
C 0.05 0.63 1.50
C -0.87 1.70 1.43
O 1.52 -2.25 -2.02
H 0.29 0.86 3.39
N -0.32 -0.88 -1.74
O 0.86 0.60 2.66
H -2.33 2.76 0.45
C -1.56 2.05 0.27
N 1.08 -1.22 0.02
C -1.39 1.19 -0.78
H -0.53 -1.08 -2.75
H -1.83 1.39 -1.72
C 0.76 -1.53 -1.32
```

## Properties
E_LUMO = 0.659 eV
SMILES = O=c1[nH]c2cccc(O)c2[nH]1
HOMO level = -8.4 eV

***

x) Computed, not measured: C7H6N2O2 in the gas phase, with ωB97M-V with the def2-TZVPD basis set.

```
17
Properties=species:S:1:pos:R:3
H 1.22 -2.73 1.89
C 0.77 1.64 -0.44
N 0.65 0.63 1.88
H -0.91 0.55 3.07
C -0.04 -2.27 0.38
C -0.28 -1.53 -0.64
H 1.46 2.38 -0.46
O -0.33 1.24 2.76
C -0.62 0.30 -2.20
H -0.03 2.18 -2.41
N 0.36 -2.83 1.40
C 0.73 1.02 0.71
H -1.17 0.63 -3.17
O 1.25 -0.34 2.38
C -0.01 1.39 -1.66
C -1.01 -0.93 -1.58
H -2.03 -1.34 -1.92
```

## Properties
E_LUMO = -1.019 eV
SMILES = N=C=C=C/C=C\C=C=[N+]([O-])O
HOMO level = -8.4 eV

***

Most stable: w) (next structure +8.924 eV)

***

w) Computed, not measured: CH5NO in the gas phase, with ωB97M-V with the def2-TZVPD basis set.

```
8
Properties=species:S:1:pos:R:3
N -0.58 0.03 1.28
H -0.24 0.80 -0.90
H -0.86 0.93 1.04
H -1.14 -0.66 0.90
H 1.43 0.20 -1.31
C 0.49 -0.04 -0.64
O 0.78 -0.15 0.71
H 0.11 -1.11 -1.09
```

## Properties
E_LUMO = 0.987 eV
SMILES = CON
HOMO level = -10.1 eV

***

x) Computed, not measured: CH5NO as an isolated structure, with ωB97M-V with the def2-TZVPD basis set.

```
8
Properties=species:S:1:pos:R:3
C -1.11 0.20 -0.07
N 1.18 0.38 0.00
H -1.51 1.16 -0.45
H -2.13 -0.71 -0.25
H 1.71 -0.20 1.02
H -1.60 0.61 1.08
O 0.03 -0.59 0.01
H 1.63 -0.02 -1.06
```

## Properties
E_LUMO = 0.631 eV
HOMO level = -9.6 eV

***

Most stable: w) (next structure +3.145 eV)

***

w) Computed, not measured: a 2-piece molecular cluster, C4H12NO overall, with ωB97M-V with the def2-TZVPD basis set.

```
18
Properties=species:S:1:pos:R:3
H 0.68 1.49 2.83
O -0.22 1.67 2.52
C 0.73 0.53 0.47
H 1.26 -0.14 1.15
H 2.63 1.57 0.15
H -0.92 1.89 0.66
H -1.56 -3.24 -2.03
H 1.34 2.60 0.41
H 0.40 -1.15 -1.23
H -1.22 0.35 1.49
C -0.47 1.07 1.19
H -2.24 -2.19 -0.83
C -1.27 -2.54 -1.22
N -0.47 -1.44 -1.64
H 1.46 1.71 -1.20
H -0.87 -0.73 -2.24
H -0.84 -3.12 -0.39
C 1.57 1.66 -0.10
```

## Properties
net charge = +1
E_LUMO = -8.057 eV
HOMO level = -13.6 eV

***

x) Computed, not measured: a 2-piece molecular cluster, C4H12NO overall, with ωB97M-V with the def2-TZVPD basis set.

```
18
Properties=species:S:1:pos:R:3
H 0.44 -1.47 -1.35
O -2.65 0.83 -1.88
H 2.02 -0.96 -0.72
H 0.86 1.96 0.80
H -0.60 0.48 -0.90
H -3.35 1.36 -2.27
H 0.73 0.99 -1.32
N 0.40 0.42 -0.55
C 0.96 -0.98 -0.52
C 0.74 -0.05 1.74
C 0.27 1.06 0.80
H 1.81 0.12 1.88
H -2.38 0.28 -2.62
H -0.40 -1.91 1.04
C 0.55 -1.37 0.85
H 0.21 -0.04 2.68
H 1.16 -2.08 1.40
H -0.77 1.37 0.95
```

## Properties
net charge = +1
E_LUMO = -3.247 eV
HOMO level = -15.7 eV

***

Most stable: x) (next structure +4.868 eV)

***

w) Computed, not measured: a 2-piece molecular cluster, C4H12NO overall, with ωB97M-V with the def2-TZVPD basis set.

```
18
Properties=species:S:1:pos:R:3
H 1.25 -3.49 -0.48
H -1.04 1.23 -1.61
H -0.88 2.42 1.09
H -0.02 -0.67 -1.02
N -0.75 -0.42 -0.33
H 0.65 -1.41 1.04
H -1.38 -1.21 -0.30
H 1.50 -3.03 -1.86
H -0.86 -0.03 1.78
O 1.48 -2.65 -0.96
C -1.20 1.02 -0.59
H -2.25 1.02 -0.34
C -0.02 -0.42 1.13
C -0.24 1.93 0.21
H 0.18 2.72 -0.36
H 1.57 0.78 -0.03
H 1.29 1.27 1.77
C 0.73 0.93 0.86
```

## Properties
net charge = +1
E_LUMO = -3.188 eV
HOMO level = -15.5 eV

***

x) Computed, not measured: an isolated ion of composition C4H12NO and charge +1, with ωB97M-V with the def2-TZVPD basis set.

```
18
Properties=species:S:1:pos:R:3
C -0.66 -1.74 0.31
H 0.77 1.43 -1.74
H 0.45 2.30 -0.23
H -1.41 -1.64 1.09
N -0.75 0.59 -0.56
H -1.14 -2.05 -0.61
C 0.66 0.14 1.44
H 1.48 0.80 1.20
C -0.01 1.77 -1.06
H 1.45 -1.51 -1.11
H -1.22 0.13 -1.35
H 0.03 -2.52 0.63
H -0.69 2.43 -1.58
O 1.44 -0.60 -0.78
H 1.07 -0.67 2.05
C 0.08 -0.44 0.17
H -1.47 0.90 0.11
H -0.09 0.67 2.03
```

## Properties
net charge = +1
E_LUMO = -3.464 eV
SMILES = C[NH2+]C(C)(C)O
HOMO level = -15.5 eV

***

y) Computed, not measured: a 2-piece molecular cluster, C4H12NO overall, with ωB97M-V with the def2-TZVPD basis set.

```
18
Properties=species:S:1:pos:R:3
C -0.02 -0.71 0.14
C 2.26 -1.37 0.59
H -0.43 -1.27 0.99
H 1.30 -2.02 -0.96
H 3.13 -1.94 0.32
H -2.63 0.59 -0.14
H -1.56 -1.43 -1.09
H -1.27 1.57 -0.57
N 1.26 -1.33 -0.21
H 0.87 2.76 0.84
O 0.53 2.21 1.54
H 0.04 0.25 0.69
C -0.96 -0.52 -1.07
H -0.33 -0.40 -1.95
H 2.13 -0.79 1.50
C -1.84 0.70 -0.89
H -0.08 2.74 2.08
H -2.39 0.96 -1.79
```

## Properties
net charge = +1
E_LUMO = -5.128 eV
HOMO level = -15.1 eV

***

Most stable: x) (next structure +0.405 eV)

***

w) Computed, not measured: a 2-piece molecular cluster, C4H12NO overall, with ωB97M-V with the def2-TZVPD basis set.

```
18
Properties=species:S:1:pos:R:3
H -1.10 -0.80 2.25
H 1.31 -0.97 1.54
H 0.55 -2.46 2.46
H -0.63 -0.70 4.03
H -1.62 0.70 -1.32
H 1.69 -1.26 3.17
H 1.28 0.25 -1.56
H 0.55 2.37 -3.09
H -1.41 -1.04 0.48
C 0.41 0.92 -1.65
H -0.02 0.56 2.95
C -0.76 0.01 -1.27
C -0.35 -0.51 2.97
N -0.58 -0.51 0.12
C 0.85 -1.32 2.50
H -0.75 -0.86 -1.95
H 0.25 1.79 -0.98
O 0.38 1.42 -3.02
```

## Properties
net charge = +1
E_LUMO = -9.895 eV
HOMO level = -15.0 eV

***

x) Computed, not measured: C4H12NO as an isolated structure, with ωB97M-V with the def2-TZVPD basis set.

```
18
Properties=species:S:1:pos:R:3
H 1.58 -1.63 2.65
H -0.80 2.52 -0.63
N -1.96 0.84 -0.31
O -0.14 -0.47 -1.44
C -1.74 2.09 -0.21
H -0.06 -1.55 0.84
H -0.01 0.05 -2.25
H 2.71 -0.54 1.74
H 1.87 -0.88 -1.03
C 1.93 -1.33 1.65
H 1.36 0.75 -0.62
C 0.72 -0.79 0.91
H 0.29 0.12 1.40
H -2.44 2.82 0.29
H 2.34 -2.20 1.19
H -2.69 0.48 0.31
H -1.09 0.08 -0.81
C 1.06 -0.31 -0.57
```

## Properties
net charge = +1
E_LUMO = -4.398 eV
HOMO level = -15.6 eV

***

Most stable: x) (next structure +5.856 eV)